DFT (ωB97M-V with the def2-TZVPD basis set) results for the molecule C18H25N3O2.

XYZ file:
```
48
Properties=species:S:1:pos:R:3:forces:R:3
O -1.313 -1.632 -0.826 -0.15 0.13 -0.15
H 3.710 -1.032 -1.356 0.04 -0.09 0.01
N 3.292 -2.006 0.408 -0.08 -0.06 -0.16
H 6.407 1.094 2.180 -0.03 0.08 0.11
C -5.407 1.792 -0.405 -0.07 0.02 -0.01
C -5.147 -0.511 0.261 0.04 -0.14 0.08
C -0.517 -0.946 -0.212 0.38 -0.38 0.20
C 2.344 -2.865 -0.284 -0.30 -0.03 0.14
O 0.497 1.179 0.001 -0.23 -0.20 0.01
H -6.024 2.648 -0.636 -0.08 0.07 -0.02
C 6.371 -0.381 0.601 -0.12 0.31 0.04
H 1.038 -3.195 1.424 -0.03 -0.06 -0.10
C -3.771 -0.431 0.212 -0.17 -0.06 0.02
H -5.612 -1.444 0.545 -0.02 -0.09 0.02
C -1.922 2.604 -0.645 0.32 -0.37 0.02
H 4.467 -1.972 2.126 0.06 -0.02 0.11
C 6.965 0.848 1.279 0.03 -0.25 -0.09
H 6.959 -0.623 -0.288 0.01 -0.10 0.01
C -4.025 1.873 -0.453 -0.12 -0.66 0.20
H 2.682 -3.912 -0.329 0.01 0.04 -0.05
C -1.830 1.257 -0.301 -0.17 0.50 -0.14
H -3.167 -1.292 0.440 0.01 -0.05 0.00
H 4.618 -3.475 1.185 0.01 0.00 0.00
H 4.894 0.694 -0.508 -0.03 0.07 0.02
H 8.002 0.671 1.554 0.10 0.07 0.06
H 4.325 0.141 1.057 -0.07 0.06 0.02
H 6.437 -1.234 1.280 0.02 -0.11 -0.05
H -3.560 3.863 -1.013 0.10 -0.10 0.03
C -5.959 0.580 -0.046 -0.08 0.15 -0.05
N -3.225 2.950 -0.750 0.11 0.27 -0.05
H 2.220 -2.507 -1.308 0.03 -0.03 0.04
H 5.034 -2.076 -0.806 -0.03 0.00 -0.03
C 4.919 -0.146 0.188 0.29 -0.32 -0.12
C -0.842 3.584 -0.901 0.09 0.05 -0.03
H 0.036 3.075 -1.291 -0.01 0.08 -0.01
H 1.234 -0.750 0.775 -0.13 0.00 -0.07
N 0.539 -1.422 0.468 0.25 0.18 0.18
H 6.929 1.706 0.611 0.01 0.13 -0.03
C 4.257 -1.366 -0.472 -0.07 0.28 0.02
C -0.567 0.584 -0.141 0.26 0.45 -0.08
C 3.921 -2.689 1.518 -0.03 0.07 0.00
H -7.033 0.474 0.002 -0.08 0.01 0.00
H 3.157 -3.148 2.142 0.02 -0.04 0.09
C 0.977 -2.792 0.408 0.07 -0.24 -0.21
H -0.544 4.061 0.033 0.06 0.03 0.01
H 0.231 -3.356 -0.156 0.08 -0.01 0.13
C -3.184 0.774 -0.165 -0.28 0.31 -0.09
H -1.171 4.354 -1.598 -0.02 0.06 -0.03
```
Forces are in eV/Å.

Calculated values
HOMO level: -0.2959 Ha
HOMO-LUMO gap: 8.5 eV
E_tot: -1015.67193 Ha
Total charge: 0
F_max: 0.01360 hartree/bohr
2S+1: 1
ΔE to the lowest compared entry with this formula, charge and spin: 33.61 kcal/mol

=====

DFT (ωB97M-V with the def2-TZVPD basis set) results for the molecule C18H25N3O2S.

XYZ file:
```
49
Properties=species:S:1:pos:R:3:forces:R:3
O -0.012 1.488 -2.544 -0.13 0.11 0.00
H -2.282 -1.511 -1.830 -0.03 -0.07 -0.05
H 1.610 -2.213 -2.614 -0.02 -0.11 -0.08
C -4.744 -0.085 -1.218 -0.03 0.15 -0.06
H -0.832 -0.671 -2.403 0.01 -0.03 -0.03
C -0.802 1.100 -0.351 -0.63 -0.60 0.14
H 0.374 3.743 -0.653 -0.03 0.04 0.00
H -2.316 1.699 3.360 -0.01 0.03 0.05
H -0.688 -2.003 -1.243 0.02 -0.13 -0.02
O -4.573 -1.391 -0.713 0.15 -0.21 0.06
H 4.519 -2.313 2.137 0.07 -0.11 0.04
H -2.210 -0.054 3.528 -0.02 -0.01 0.12
N -2.065 -0.393 0.709 0.19 0.12 -0.13
H 3.145 -1.444 -3.013 0.06 -0.07 -0.08
C -1.388 -0.155 -0.446 0.36 0.33 -0.33
H -3.843 0.525 -1.115 0.00 0.02 0.00
H -2.717 -1.812 2.070 0.04 -0.04 -0.08
H 2.291 -3.711 -0.716 0.00 -0.13 -0.03
N 2.696 0.081 1.399 -0.05 0.40 0.40
C 2.358 -0.872 -1.123 0.16 -0.24 0.38
H 3.487 -1.334 3.192 0.01 -0.02 0.03
H -4.804 -2.384 1.022 0.04 0.11 0.06
H -3.662 0.680 2.839 -0.09 0.01 0.10
C 0.040 1.730 -1.354 -0.12 0.44 -0.40
H 3.690 -3.648 0.359 0.04 -0.09 0.01
C -2.575 0.754 2.892 -0.01 -0.13 -0.12
H -4.753 -0.612 1.190 0.01 -0.04 0.02
H 1.705 3.055 -1.617 -0.21 -0.03 -0.03
C 3.500 -1.973 2.314 0.01 -0.01 -0.03
C -1.951 0.698 1.542 0.05 0.46 0.26
C -1.296 -1.148 -1.546 0.03 -0.03 -0.01
C 0.957 2.843 -0.853 0.51 -0.12 0.15
C 2.174 -1.285 -2.545 -0.02 -0.01 0.01
H -4.978 -0.201 -2.275 -0.01 0.10 0.00
C 2.999 -1.187 1.143 -0.03 -0.10 -0.32
C 2.853 -1.734 -0.137 -0.09 0.25 0.00
H -2.394 -2.413 0.430 0.00 0.04 0.12
N 2.042 0.382 -0.840 0.35 0.08 -0.07
H 1.651 -0.493 -3.075 -0.03 0.00 -0.06
C -4.313 -1.470 0.669 0.24 -0.15 0.13
S 1.804 2.462 0.717 0.04 0.49 0.08
H -0.913 2.588 1.312 0.01 0.13 0.17
C -2.813 -1.585 1.005 -0.68 -0.20 -0.10
C 3.195 -3.152 -0.470 -0.04 0.10 0.02
H 2.870 -2.842 2.491 0.02 -0.12 0.05
C 2.229 0.802 0.397 0.09 -0.30 -0.27
C -1.173 1.627 0.919 -0.27 -0.17 -0.02
H -5.578 0.421 -0.718 0.02 -0.01 -0.02
H 3.851 -3.187 -1.339 0.05 -0.11 -0.05
```
Forces are in eV/Å.

Calculated values
HOMO level: -0.2885 Ha
HOMO-LUMO gap: 8.5 eV
E_tot: -1413.84079 Ha
Total charge: 0
F_max: 0.01718 hartree/bohr
2S+1: 1
ΔE to the lowest compared entry with this formula, charge and spin: 26.73 kcal/mol

=====

DFT (ωB97M-V with the def2-TZVPD basis set) results for the molecule C18H25N3O3S.

XYZ file:
```
50
Properties=species:S:1:pos:R:3:forces:R:3
H -4.273 -1.327 -0.434 -0.05 -0.02 0.02
H -1.894 -3.665 3.548 0.02 -0.01 -0.11
H 4.175 1.703 2.001 -0.15 -0.01 -0.06
H -5.103 -2.001 -2.663 -0.08 -0.04 0.00
O -3.087 -0.521 1.481 0.06 -0.11 -0.51
H 4.844 -0.970 0.102 0.06 0.10 0.13
C -4.144 -1.512 -2.576 -0.06 -0.02 0.04
H 4.329 4.100 1.249 0.02 0.15 0.06
H -3.598 -2.062 4.413 -0.08 0.00 0.04
N -0.515 0.356 -2.084 0.34 0.18 0.20
S 0.688 1.210 0.173 0.93 0.40 0.15
H 2.200 2.570 -1.105 -0.02 0.03 -0.02
N -1.697 -0.015 -0.205 0.24 0.05 -0.33
H -3.790 -1.583 -4.681 -0.03 -0.03 -0.08
H -1.574 -0.465 -4.552 0.08 0.03 -0.11
C 6.267 0.391 -0.741 -0.16 -0.07 0.13
H 7.107 -0.283 -0.592 0.14 -0.05 -0.02
H -0.665 -0.878 3.796 0.04 0.08 0.05
C -2.459 -0.520 -1.259 -0.14 -0.16 -0.71
H -3.951 -2.669 2.789 -0.10 0.00 0.07
C -1.855 -2.611 3.264 -0.10 0.12 0.17
C 4.579 3.276 0.585 -0.15 -0.17 0.17
H 5.889 0.259 -1.751 0.01 -0.01 -0.09
C -3.395 -1.274 -3.725 -0.02 -0.03 -0.14
N 3.992 0.913 0.103 0.21 -0.17 0.26
H 0.104 -2.420 4.137 0.12 0.00 0.06
O -1.155 0.570 1.909 -0.25 -0.12 0.07
C -3.272 -2.043 3.371 0.21 0.18 -0.43
H -4.430 -0.258 2.974 0.16 0.01 -0.05
C 3.819 2.020 1.016 0.03 0.37 -0.06
C -3.398 -0.604 2.875 -0.15 -0.11 0.79
C -0.845 -1.890 4.150 -0.05 -0.10 -0.16
H 5.652 3.113 0.630 0.11 0.01 -0.02
C -1.693 -0.274 -2.420 -0.62 -0.25 0.51
H -1.201 -1.846 5.177 0.01 0.01 0.15
C -1.931 0.044 1.151 -0.04 0.13 0.45
C 5.163 0.064 0.261 0.18 -0.21 -0.22
C -2.162 -0.653 -3.668 0.00 0.02 0.18
H 4.316 3.555 -0.432 -0.02 0.05 -0.10
C 1.949 1.512 -1.128 -0.38 -0.20 0.13
H -2.733 0.065 3.427 -0.16 -0.05 -0.09
C -3.691 -1.140 -1.321 -0.13 -0.05 0.13
H 5.529 0.170 1.284 -0.08 -0.01 -0.01
H -1.524 -2.567 2.224 -0.01 -0.11 -0.04
H 6.616 1.414 -0.626 0.07 0.09 0.01
H 1.476 1.245 -2.072 0.22 0.09 0.01
C 3.163 0.618 -0.924 -0.40 0.22 -0.04
O 3.362 -0.327 -1.663 0.05 -0.24 -0.24
H 2.757 2.247 1.117 0.12 0.01 0.10
C -0.536 0.489 -0.799 0.00 0.01 -0.43
```
Forces are in eV/Å.

Calculated values
HOMO level: -0.2979 Ha
HOMO-LUMO gap: 8.8 eV
E_tot: -1489.12556 Ha
Total charge: 0
F_max: 0.01991 hartree/bohr
2S+1: 1
ΔE to the lowest compared entry with this formula, charge and spin: 37.21 kcal/mol

=====

DFT (ωB97M-V with the def2-TZVPD basis set) results for the molecule C18H25N3O3S2.

XYZ file:
```
51
Properties=species:S:1:pos:R:3:forces:R:3
C 0.143 -1.207 -6.491 0.03 -0.10 -0.01
C -1.365 0.715 5.722 0.17 0.14 -0.11
H -1.243 1.491 6.479 -0.08 -0.03 0.05
H -0.359 -1.116 -7.451 0.03 -0.09 -0.02
O -0.010 0.026 -5.839 -0.09 0.30 0.09
H -2.769 -0.503 3.716 0.12 0.09 -0.02
H -0.313 -2.022 -5.914 0.01 0.01 -0.04
H -0.719 1.608 -3.887 -0.02 0.05 -0.03
C 4.310 -2.084 -2.096 -0.10 0.27 -0.09
H 0.805 2.591 -2.199 0.19 -0.11 0.01
H -2.085 -0.014 6.101 -0.04 -0.03 0.10
H 0.334 -0.436 6.386 0.08 0.05 0.02
H 2.069 1.412 -2.626 -0.14 0.18 0.09
H 1.673 -0.142 -4.656 -0.15 -0.01 0.01
C 0.356 1.432 -3.956 0.13 -0.36 -0.06
H -0.003 0.343 2.736 -0.01 -0.03 -0.04
H -3.494 2.802 0.288 0.01 -0.03 0.00
C 0.992 1.579 -2.573 0.08 0.33 -0.60
H 0.790 -1.507 4.180 -0.03 -0.09 0.00
C 0.870 -0.548 -1.132 -0.85 0.27 0.35
C -0.029 0.022 5.464 -0.18 -0.24 0.14
S -1.799 2.203 -1.241 -0.29 0.39 -0.13
N 0.426 0.658 -1.625 -0.36 -0.53 0.68
H -1.210 2.099 4.075 -0.04 0.00 -0.01
H 1.203 -1.443 -6.652 -0.04 -0.01 -0.02
C 3.677 -2.929 -1.241 0.24 0.03 -0.15
H -3.539 1.042 -0.047 0.00 0.10 0.08
C -0.706 -0.411 3.092 -0.24 -0.18 -0.09
O -1.035 2.209 1.654 0.00 0.03 0.18
C 0.592 0.055 -4.567 0.03 0.10 0.08
H -2.871 1.810 4.616 0.00 0.04 -0.02
H 0.705 0.765 5.145 0.08 0.04 0.01
H 5.272 -2.188 -2.557 0.21 -0.07 -0.07
H -0.824 -1.157 2.305 0.03 0.02 -0.01
C -1.903 1.337 4.436 -0.23 -0.12 -0.04
C 2.094 -1.240 -1.396 0.99 -0.34 -0.37
N -1.059 -0.197 -0.239 -0.72 0.70 -0.25
H 0.777 2.186 -4.621 -0.01 0.08 -0.02
C -0.176 -1.039 4.377 0.12 0.24 -0.05
O -2.676 0.744 2.169 -0.37 -0.11 0.12
H -0.864 -1.817 4.715 0.00 -0.11 0.05
N -0.027 -1.039 -0.304 1.04 -0.68 -0.15
H 4.096 -3.862 -0.910 0.09 -0.15 0.04
C -2.065 1.637 1.415 -0.12 0.34 -0.17
C 2.417 -2.452 -0.840 -0.25 0.40 -0.12
H 0.158 -0.733 -3.929 0.09 0.06 -0.04
C -0.788 0.813 -1.025 -0.07 -0.14 -0.02
C -2.052 0.253 3.372 0.47 0.12 0.32
S 3.375 -0.683 -2.430 -0.08 -0.51 0.41
C -2.899 1.897 0.165 0.38 -0.22 -0.20
H 1.750 -2.959 -0.168 -0.14 -0.08 0.13
```
Forces are in eV/Å.

Calculated values
HOMO level: -0.2922 Ha
HOMO-LUMO gap: 8.5 eV
E_tot: -1887.25556 Ha
Total charge: 0
F_max: 0.02440 hartree/bohr
2S+1: 1
ΔE to the lowest compared entry with this formula, charge and spin: 24.26 kcal/mol